Below is a structure of composition C31H31N5OPdS2Si2 at a distorted geometry, with properties calculated with ωB97M-V/def2-TZVPD.

Each line ends with the Mulliken charge.
CARTESIAN COORDINATES (ANGSTROEM)
C 0.18 -2.33 4.06  -1.222
C -3.57 0.67 2.26  -1.143
C -1.60 1.41 -5.91  -0.543
C -4.55 -1.41 3.07  0.430
H -0.73 -2.32 -4.11  0.388
C -0.20 -1.60 -2.18  -0.478
S -1.34 -2.45 0.95  -0.355
C 5.14 0.09 4.44  -0.635
H 3.60 1.64 -0.01  0.294
C -4.41 1.53 -3.37  -1.535
N 0.50 -0.73 -1.42  0.867
C 1.21 0.21 -2.05  -0.448
H 0.71 -0.65 -5.30  0.533
C 4.80 -0.16 3.12  -0.444
H 0.75 2.15 -6.76  0.255
N -6.35 -2.73 4.29  -0.669
C 2.49 -0.37 3.73  0.114
C -2.53 -1.45 1.69  0.631
C -0.70 2.23 -3.82  -0.047
N 0.75 1.92 -5.78  -0.067
H 3.34 -3.18 0.98  0.312
H -0.09 0.69 5.17  0.428
C 3.98 0.63 -0.07  -1.413
H 5.00 0.65 0.32  0.499
Si 0.66 -0.66 3.17  0.847
C -3.53 -2.10 2.41  -1.027
H -3.69 0.98 -5.92  0.360
C -4.56 0.02 3.01  0.596
C -0.34 0.71 4.12  -1.151
C -0.17 -1.58 -3.55  -1.038
H -0.87 -2.55 3.91  0.240
S -1.42 0.92 0.71  -0.257
N 2.11 1.29 -3.98  0.007
O 2.98 2.33 -5.81  -0.744
C -5.52 0.78 3.68  -0.008
C -5.54 -2.11 3.74  0.064
C 3.70 -2.35 0.38  -1.441
H 4.41 0.29 6.44  0.349
C 3.48 -0.38 2.75  0.142
H -4.77 0.50 -3.44  0.335
H 5.58 -0.18 2.37  0.259
H -2.08 2.35 -2.21  0.196
H -3.59 1.75 2.19  0.417
Si 2.90 -0.66 0.93  0.928
C -0.50 1.84 -5.16  0.242
C 1.30 0.29 -3.43  -0.464
H -0.12 1.70 3.73  0.266
C 0.61 -0.65 -4.22  -0.170
H 3.45 -2.56 -0.66  0.285
H -4.38 1.80 -2.32  0.348
H 0.75 -3.16 3.66  0.259
H -1.46 1.15 -6.95  0.374
C -3.04 1.64 -3.98  0.819
C -2.56 -0.02 1.60  0.289
N -6.29 1.44 4.23  -0.671
C 2.00 1.87 -5.22  0.227
H -3.51 -3.18 2.45  0.456
C -2.85 1.32 -5.33  -0.742
H 2.07 -0.16 5.82  0.277
H 4.78 -2.31 0.47  0.404
C -1.95 2.10 -3.25  -0.580
H -5.12 2.18 -3.89  0.363
H 0.37 -2.26 5.13  0.415
H 1.71 0.93 -1.43  0.686
C 2.84 -0.15 5.05  -0.497
H 4.04 0.35 -1.12  0.243
H -0.82 -2.31 -1.64  0.273
H 0.11 2.63 -3.25  0.511
H 6.17 0.28 4.71  0.359
Pd 0.58 -0.71 0.85  -0.618
H -1.41 0.55 4.02  0.232
C 4.15 0.09 5.41  -0.658
H 2.98 1.49 -3.51  0.246

ΔE to the lowest compared entry with this formula, charge and spin = 1.054 eV
HOMO-LUMO gap = 4.8 eV
LUMO level = 0.1398 Ha
Total energy = -3052.3692 hartree
Charge = -2
Strongest force on any atom = 2.05 eV Å⁻¹
Multiplicity = 1


Below is a structure of composition C31H32AsBrCaF6IN2, with properties calculated with ωB97M-V/def2-TZVPD.

Each line ends with the Mulliken charge.
CARTESIAN COORDINATES (ANGSTROEM)
C 3.41 -1.71 2.46  -0.879
F -1.86 -0.78 1.94  -0.507
H 0.17 -2.67 1.75  0.338
C 0.07 -0.31 5.49  -0.733
C 1.39 1.79 -2.13  -0.289
C -0.41 -4.15 -3.50  0.316
H 1.52 -4.58 2.79  0.535
H 1.70 -2.25 3.66  0.198
F -2.88 0.72 0.38  -0.591
H -1.53 -5.94 -3.88  0.348
H 1.29 -0.87 7.17  0.386
Ca -0.63 0.00 -0.03  1.554
H 3.14 -4.28 3.40  0.532
C 4.31 -3.55 1.02  -1.645
C 1.71 5.18 -3.64  -0.156
F -4.17 0.00 2.37  -0.492
F -3.76 -2.37 1.72  -0.481
H 5.04 -3.81 1.78  0.588
C 0.21 1.86 -1.37  -0.700
C 2.00 -3.98 0.14  -2.569
C 0.04 4.20 -2.12  -0.640
H -1.47 -3.47 -5.24  0.441
C 2.37 0.33 5.77  -0.332
I 1.03 1.97 1.95  0.342
H 3.29 0.32 6.34  0.415
H 0.08 -6.23 -3.24  0.350
C -0.95 -1.81 -3.97  -0.182
C 1.89 2.85 -2.87  -0.742
C 3.02 -4.34 1.24  0.300
F -2.48 -1.56 -0.24  -0.510
H 3.23 -5.41 1.17  0.262
H 3.20 -0.63 2.51  -0.170
H 4.91 -1.47 0.92  0.399
As -3.44 -0.83 1.08  2.110
C 2.43 -4.01 2.61  -1.520
C -0.98 -3.17 -4.31  -0.461
C 0.03 0.37 4.29  -0.368
C 2.33 1.02 4.56  0.133
H -1.32 0.23 -4.52  0.311
H -0.12 -5.74 -4.92  0.395
H -0.49 5.15 -2.12  0.436
H -1.35 3.27 -0.83  0.440
H 4.14 -1.93 3.25  0.568
C 0.26 -2.42 -1.91  0.773
C 1.25 -0.34 6.23  -0.604
H 0.61 -4.56 -1.70  0.309
C 4.00 -2.05 1.09  0.526
C 1.67 -2.48 0.19  2.350
H 4.74 -3.80 0.05  0.567
H 1.95 0.86 -2.17  0.339
C 2.99 -1.68 0.00  -1.535
H -2.65 -0.87 -4.86  0.375
C -0.34 -1.46 -2.79  0.760
C 1.12 -2.15 1.59  -0.458
C 0.21 -3.79 -2.32  -0.500
C -1.57 -0.78 -4.86  -1.861
N 0.74 -1.90 -0.77  0.886
H 2.43 -4.23 -0.83  0.663
H 0.93 -1.07 1.67  -0.908
N 2.11 6.06 -4.25  -0.526
H 2.76 -0.61 0.04  0.174
H -0.25 -0.40 -2.54  -0.536
C 1.21 4.07 -2.87  0.693
C 2.13 -2.51 2.68  0.535
C -0.43 3.12 -1.40  -0.307
H -0.89 0.39 3.71  0.518
Br 3.89 1.91 3.99  -0.083
H 3.39 -1.90 -1.00  0.502
H 1.09 -4.56 0.29  0.613
F -4.82 -0.81 0.09  -0.473
H -1.22 -0.89 -5.89  0.412
C 1.16 1.03 3.81  0.011
H -0.81 -0.82 5.85  0.419
C -0.50 -5.60 -3.90  -1.813
H 2.80 2.75 -3.45  0.448

ΔE to the lowest compared entry with this formula, charge and spin = 0.000 eV
HOMO-LUMO gap (alpha / beta) = 8.6 / 6.3 eV
LUMO level (alpha / beta) = 0.0045 / -0.0796 Ha
Total energy = -7694.4982 hartree
Strongest force on any atom = 0.05 eV Å⁻¹
Multiplicity = 2


Below is a structure of composition C31H32BN6O4Sm at a distorted geometry, with properties calculated with ωB97M-V/def2-TZVPD.

Each line ends with the Mulliken charge.
CARTESIAN COORDINATES (ANGSTROEM)
C -3.13 1.31 -3.65  -0.393
N -2.66 1.23 -0.97  -0.906
O -0.87 2.04 2.48  -0.687
H 5.47 -0.80 -3.93  0.325
H 0.31 1.40 -3.83  0.395
C 3.02 -3.65 -0.24  -0.636
N -2.42 1.34 0.34  0.665
B 2.19 2.54 -0.81  -0.733
N 1.80 0.30 2.40  -0.088
H -3.89 1.46 -2.87  0.399
C 2.49 -1.69 1.06  0.622
C 3.39 -2.68 0.69  -0.896
C 0.27 -1.18 3.76  -0.753
C 4.57 0.17 -2.16  -0.704
C 1.23 0.01 3.76  -0.906
C -1.53 1.22 -1.73  0.064
H -1.70 -0.91 3.44  0.329
H 3.74 -4.41 -0.62  0.376
H 4.89 0.95 -5.52  0.276
H 3.43 2.93 -4.79  0.466
H -4.24 2.24 0.58  0.486
C -1.05 1.14 -5.50  -0.533
H -2.17 -1.28 -0.83  0.320
H -5.43 1.70 2.65  0.390
C -0.76 1.29 -4.15  -0.055
H -0.27 1.23 -6.27  0.386
H 3.33 -1.13 2.88  0.457
C 1.74 -3.61 -0.77  -1.089
H -2.60 0.64 -6.96  0.355
H -4.44 0.92 -5.33  0.400
N -1.43 -1.58 -0.17  -0.029
H -1.09 2.38 5.10  0.383
H 0.75 0.94 4.12  0.290
C 4.52 1.03 -4.45  -0.362
H -5.31 1.58 5.18  0.425
O 2.48 3.13 -2.08  -0.485
C -3.28 2.09 2.48  0.441
C -3.20 1.92 5.27  -0.467
H 0.80 -2.07 3.48  0.384
C 0.87 -2.58 -0.37  0.854
H -0.97 -3.48 -1.08  0.327
H 4.90 -0.54 -1.41  0.441
C -2.13 -2.31 0.95  -0.798
N 1.27 -1.60 0.45  0.984
C -4.48 1.84 3.20  -0.699
C -2.03 2.15 4.56  -0.244
H -1.67 -3.16 2.94  0.543
H -0.06 -1.35 4.82  0.442
C -1.25 -2.45 2.20  -0.643
C 4.89 0.06 -3.55  -0.474
C -3.33 1.95 1.07  -0.590
C -3.43 1.04 -5.01  -0.607
H 3.71 0.00 1.61  0.508
H -0.47 -1.97 -1.93  0.420
H 2.20 1.24 2.49  0.326
C 3.75 2.17 -4.09  -0.801
H 2.02 -0.27 4.47  0.544
O -0.35 1.10 -1.26  -0.406
N -0.93 -1.12 2.84  0.025
C 3.77 1.23 -1.82  0.777
H -3.09 -1.78 1.17  0.358
C -1.97 2.10 3.15  0.303
H -2.46 -3.30 0.56  0.443
C 2.88 -0.63 2.01  -1.412
C -4.44 1.74 4.59  -0.611
C 3.39 2.24 -2.74  0.393
O 3.12 1.50 -0.59  -0.013
C -2.36 0.92 -5.93  -0.303
H -3.20 1.81 6.35  0.395
C -0.53 -2.47 -0.94  -1.369
C -1.77 1.25 -3.17  0.208
H -0.27 -2.89 1.90  0.242
Sm -0.35 0.38 0.95  0.528
H 1.41 -4.31 -1.53  0.509
H 4.39 -2.64 1.14  0.490

ΔE to the lowest compared entry with this formula, charge and spin = 3.050 eV
HOMO-LUMO gap (alpha / beta) = 4.4 / 4.4 eV
LUMO level (alpha / beta) = -0.0139 / -0.0134 Ha
Total energy = -2512.8673 hartree
Strongest force on any atom = 3.81 eV Å⁻¹
Multiplicity = 6